DFT (ωB97M-V with the def2-TZVPD basis set) results for a 8-piece molecular cluster, C36H26B2N6O24 overall in a non-equilibrium geometry.

Cartesian coordinates (Å):
O -5.6629 -9.1590 1.2524
C -6.0816 -8.9185 2.3497
O -5.3790 -8.4835 3.3622
B -6.2168 -8.2713 4.5099
O -7.5221 -8.6983 4.1128
C -7.5473 -8.9878 2.8509
O -8.5018 -9.3599 2.1208
O -6.1713 -6.8574 4.9005
C -5.5786 -6.7677 6.0851
O -5.2931 -5.7015 6.6446
C -5.3062 -8.1484 6.5854
O -5.7101 -9.0120 5.6368
O -4.7985 -8.4681 7.6257
O -3.1045 -4.9426 3.1075
C -2.4638 -5.8648 3.6323
O -1.8258 -5.9659 4.7594
B -1.4345 -7.3186 5.0754
O -1.8410 -8.1031 3.8727
C -2.4647 -7.3322 3.0185
O -2.9820 -7.6090 1.9442
O -2.1020 -7.7973 6.2920
C -1.2376 -8.1925 7.1796
O -1.4857 -8.6901 8.2453
C 0.1893 -7.8102 6.6130
O -0.0148 -7.3379 5.4069
O 1.1908 -7.8734 7.2855
C -6.3362 -4.4012 2.2669
C -5.8800 -5.4096 1.3287
N -5.5034 -6.2803 0.6233
H -5.5137 -3.7499 2.5626
H -6.8646 -4.7459 3.1558
H -7.0431 -3.7740 1.7238
C -2.2835 -3.0409 0.5914
C -2.6568 -4.3054 -0.1100
N -2.8579 -5.2867 -0.6025
H -3.0404 -2.6577 1.2757
H -2.0662 -2.2007 -0.0681
H -1.4073 -3.1646 1.2279
C 1.9618 -11.1834 7.4802
C 2.9504 -12.0350 7.9420
C 2.9863 -13.4056 7.6453
C 1.9105 -13.8820 6.8336
C 0.8919 -13.0157 6.3429
C 0.9551 -11.6778 6.7045
N 1.8917 -15.3731 6.4838
O 1.0625 -15.7868 5.6527
O 2.6368 -16.1370 7.1286
H 1.9846 -10.1288 7.7123
H 3.7674 -11.6098 8.5059
H 3.8134 -13.9867 8.0258
H 0.2157 -13.3144 5.5556
H 0.1945 -11.0618 6.2479
C 3.2032 -8.8959 4.3828
C 3.8208 -9.8430 3.5516
C 4.7601 -9.4199 2.5609
C 5.0198 -8.1101 2.3932
C 4.3451 -7.1414 3.1733
C 3.4438 -7.5649 4.1582
N 5.9849 -7.6243 1.3846
O 6.6496 -8.4560 0.7413
O 6.0897 -6.4144 1.2488
H 2.4522 -9.1742 5.1074
H 3.6384 -10.8921 3.7317
H 5.1922 -10.1602 1.9039
H 4.5920 -6.0968 3.0535
H 2.8383 -6.8275 4.6643
C 3.4481 -8.6865 10.9626
C 4.3186 -8.0163 11.8530
C 3.9261 -6.8213 12.3200
C 2.7803 -6.1598 11.6851
C 1.9607 -6.8006 10.7532
C 2.2709 -8.1149 10.4137
N 2.4524 -4.7359 12.0039
O 1.5578 -4.1116 11.4508
O 3.0828 -4.1702 12.8826
H 3.7462 -9.6999 10.7379
H 5.1059 -8.5704 12.3426
H 4.4828 -6.3478 13.1152
H 1.1774 -6.2222 10.2860
H 1.6773 -8.6926 9.7207
C -0.5077 -2.5268 4.6448
C -0.7270 -1.1867 4.3858
C -0.3604 -0.2203 5.3198
C 0.1949 -0.6773 6.5536
C 0.3646 -2.0387 6.8177
C -0.0367 -2.9708 5.8665
N 0.7154 0.2934 7.5598
O 1.2584 -0.0936 8.6087
O 0.4712 1.4902 7.3351
H -0.8563 -3.3449 4.0319
H -1.1856 -0.9116 3.4475
H -0.5195 0.8275 5.1119
H 0.7227 -2.3986 7.7709
H -0.0108 -4.0340 6.0541

Output
2S+1: 2
expectation value of S²: 0.758
calculated total energy: -97184.118 eV
orbital gap (spin up / spin down): 8.543 / 3.746 eV
largest force on an atom: 6.5 eV/Å
charge: -1
LUMO (spin up / spin down): 0.28 / -4.22 eV
HOMO level (spin up / spin down): -0.304 / -0.293 Ha

Listed below, in e, are the Löwdin charges computed for each atom: 0.349 -0.279 0.309 -0.983 0.325 -0.271 0.173 0.233 -0.347 0.140 -0.366 0.255 0.185 0.102 -0.320 0.253 -0.889 0.248 -0.338 0.150 0.243 -0.386 0.153 -0.367 0.238 0.111 -0.065 -0.240 0.166 0.074 0.081 0.078 -0.074 -0.277 0.147 0.064 0.070 0.066 -0.074 -0.070 0.008 -0.095 0.007 -0.073 -0.315 0.047 0.039 0.085 0.099 0.111 0.117 0.112 -0.064 -0.031 -0.013 -0.163 0.019 -0.061 -0.329 0.053 0.066 0.089 0.100 0.116 0.112 0.106 -0.052 -0.097 -0.013 -0.092 0.005 -0.041 -0.352 0.060 0.051 0.090 0.107 0.110 0.120 0.088 -0.070 -0.070 0.008 -0.120 0.005 -0.049 -0.322 0.059 0.041 0.091 0.100 0.110 0.118 0.106